i | This record from OMol25 describes C9H28O5 as an isolated structure. The level of theory is wB97M-V/def2-TZVPD.

* LUMO energy: 0.006 hartree
* total charge: 0

Cartesian coordinates (Å):
O 0.7744 -2.7634 0.0266
H 1.7221 -2.6350 0.0669
H 0.6119 -3.0736 -0.8643
O -0.4506 -0.6275 0.1507
H -0.1003 -1.2722 0.7655
H -0.5270 -1.1021 -0.6771
C -3.8071 0.9295 1.7860
C -2.8241 0.4168 0.8234
C -1.9640 1.4777 0.2618
O -1.9930 -0.4925 1.5210
H -4.7401 0.3663 1.7661
H -4.1870 1.9412 1.6441
H -3.4239 0.9305 2.8065
H -3.3353 0.0369 -0.0612
H -2.5192 2.3702 -0.0268
H -1.2927 1.1635 -0.5374
H -1.3143 1.7883 1.0801
H -1.2388 -0.6867 0.9598
C 1.2309 -2.0976 -2.9924
C 0.6964 -1.2640 -1.9059
C 0.2600 0.1354 -2.3455
O -0.5234 -1.8387 -1.4902
H 1.7677 -2.9292 -2.5361
H 1.8717 -1.3815 -3.5070
H 0.4795 -2.3304 -3.7469
H 1.4852 -1.2484 -1.1538
H -0.4282 0.1836 -3.1895
H 1.1807 0.7040 -2.4760
H -0.2903 0.5315 -1.4921
H -0.9928 -1.9288 -2.3227
C 2.9754 1.6892 0.8633
C 1.5358 1.4866 1.3574
C 1.4141 0.0477 2.0087
O 1.3337 2.4024 2.3253
H 3.3374 0.7816 0.3804
H 3.6398 2.0324 1.6564
H 2.9050 2.3591 0.0063
H 0.8311 1.6814 0.5489
H 0.4313 -0.1048 2.4546
H 2.1908 -0.1956 2.7337
H 1.4371 -0.6793 1.1969
H 1.8399 3.1955 2.1346


ii | This record from OMol25 describes a 5-piece molecular cluster, C9H28O5 overall. The level of theory is wB97M-V/def2-TZVPD.

* LUMO energy: 0.011 hartree
* SMILES: CC(C)O.CC(C)O.CC(C)O.O.O
* total charge: 0

Cartesian coordinates (Å):
O -2.4224 2.4878 0.0397
H -2.3800 2.0861 -0.8385
H -3.0140 1.9089 0.5266
O -4.2740 -1.5984 -1.3078
H -3.9059 -1.8737 -0.4629
H -5.0236 -1.0407 -1.0811
C 1.7631 -5.8462 1.3019
C 1.7024 -4.3970 1.7637
C 0.3601 -3.7517 1.4949
O 1.9231 -4.2911 3.1678
H 0.9950 -6.4581 1.7714
H 2.7421 -6.2970 1.4931
H 1.6537 -5.8887 0.2126
H 2.4597 -3.8158 1.2209
H 0.4156 -2.6928 1.7599
H -0.4455 -4.1757 2.0974
H 0.0798 -3.8235 0.4438
H 2.7764 -4.6944 3.3558
C 0.2883 0.7593 -1.8092
C -0.7238 -0.2875 -2.2292
C -0.5676 -1.5525 -1.4215
O -2.0219 0.3034 -1.9688
H 0.2422 1.6326 -2.4618
H 1.2937 0.3389 -1.8362
H 0.0646 1.1114 -0.8006
H -0.6595 -0.4231 -3.3116
H 0.4333 -1.9693 -1.5590
H -1.3055 -2.3283 -1.6401
H -0.6661 -1.3253 -0.3565
H -2.6756 -0.4079 -1.9829
C 0.9516 3.5948 0.8860
C 1.2701 5.0084 0.5315
C 0.4350 5.5344 -0.6355
O 1.0802 5.8280 1.6941
H -0.1259 3.4640 1.0319
H 1.4443 3.2382 1.7894
H 1.2411 2.9326 0.0678
H 2.3290 5.0957 0.2391
H 0.4928 4.8457 -1.4802
H 0.8079 6.5109 -0.9414
H -0.6074 5.6159 -0.3250
H 1.5736 6.6419 1.5605


Quick look at relative energies in eV: i 7.288; ii 0.000.


i | This record from OMol25 describes one molecule with the formula C4H5I. The level of theory is wB97M-V/def2-TZVPD.

* LUMO energy: 0.012 hartree
* SMILES: CC1(I)C=C1
* total charge: 0

Cartesian coordinates (Å):
C 0.5606 -1.4376 -0.1127
C 0.7079 -0.7580 1.0138
C 0.2706 0.0744 -0.1296
C -1.1238 0.8365 -0.2369
I 2.1550 1.0358 -1.2087
H 0.8319 -2.2405 -0.8025
H 0.8074 -0.6920 2.1159
H -1.0089 1.8042 -0.8282
H -1.2578 1.2268 0.7589
H -1.9428 0.1505 -0.5700


ii | This record from OMol25 describes a 2-piece molecular cluster, C4H5I overall. The level of theory is wB97M-V/def2-TZVPD.

* LUMO energy (spin up / spin down): -0.022 / -0.110 hartree
* total charge: 0

Cartesian coordinates (Å):
C -0.7995 0.1545 0.2444
C 0.0852 -0.6269 -0.0942
C 1.1674 -1.4137 -0.4182
C -1.8985 1.0554 0.2877
I 4.5435 0.2032 0.1628
H 1.5043 -1.4351 -1.4942
H 1.7257 -1.8744 0.4047
H -1.3475 1.8700 0.7162
H -2.7663 0.7171 0.8816
H -2.2143 1.3498 -0.6908


Quick look at relative energies in eV: i 0.000; ii 0.727.


i | This record from OMol25 describes C6H6O2S as an isolated structure. The level of theory is wB97M-V/def2-TZVPD.

* LUMO energy: 0.010 hartree
* total charge: 0

Cartesian coordinates (Å):
C 0.8921 1.3460 0.0261
C 1.7917 1.8815 0.9104
C 0.5411 0.0197 1.9235
C 0.1178 0.3310 0.6751
C -1.0204 -0.3029 0.0661
C -0.6713 -1.2866 -1.6483
O -2.1715 -0.4307 0.3791
O -1.8504 -1.8804 -1.9979
S 1.7675 1.0845 2.4847
H 0.6815 1.6823 -0.8801
H 2.3951 2.8470 0.7549
H 0.3234 -0.9837 2.4034
H 0.1275 -2.1422 -1.1866
H -0.2903 -0.6245 -2.4599
H -2.6336 -1.5411 -1.4505


ii | This record from OMol25 describes one molecule with the formula C6H6O2S. The level of theory is wB97M-V/def2-TZVPD.

* LUMO energy: -0.024 hartree
* total charge: 0

Cartesian coordinates (Å):
C 1.3209 2.3977 0.3618
C 0.4836 1.6623 -0.0823
C -1.0770 0.8845 -2.0192
C -0.1322 0.7124 -0.8449
C 0.0914 -0.7572 -0.6952
C -0.6839 -1.4502 0.5684
O -0.1223 -0.3291 -4.1096
O -0.2619 -1.3696 -1.8449
S -1.0711 -0.6160 -3.0365
H 2.1281 3.0107 0.6863
H -1.5895 1.6963 -2.3608
H 1.2421 -0.8865 -0.4506
H -0.3849 -0.9968 1.5683
H -0.4662 -2.5113 0.6879
H -1.8400 -1.4025 0.3841


Quick look at relative energies in eV: i 0.000; ii 1.929.


i | This record from OMol25 describes one molecule with the formula C3H3BrF2. The level of theory is wB97M-V/def2-TZVPD.

* LUMO energy: 0.027 hartree
* SMILES: C=CC(F)(F)Br
* total charge: 0

Cartesian coordinates (Å):
C -1.2061 0.6554 0.5806
C -0.7088 -0.2093 -0.2350
C 1.0927 -0.3735 -0.3062
F 1.6477 0.2932 0.7742
F 1.2653 -1.6853 -0.1953
Br 1.9481 0.4239 -1.8496
H -2.2977 0.7227 0.6308
H -0.7738 1.1694 1.4000
H -0.9674 -0.9965 -0.7995


ii | This record from OMol25 describes a 2-piece molecular cluster, C3H3BrF2 overall. The level of theory is wB97M-V/def2-TZVPD.

* LUMO energy: 0.014 hartree
* total charge: 0

Cartesian coordinates (Å):
C 1.1507 0.0623 -1.9551
C 0.7773 1.0822 -1.4266
C -1.5606 -0.9679 1.2689
F -1.7014 0.3975 1.0323
F -2.0569 -1.1428 2.5097
Br 0.8323 -0.7764 1.5640
H 1.4336 -0.7980 -2.3871
H 0.5536 0.0320 0.4462
H 0.5715 2.1110 -1.0524


Quick look at relative energies in eV: i 0.000; ii 3.255.